The following is a quantum chemistry calculation of a structure of composition C5H9NO, from the Open Molecules 2025 dataset.

Last column: Mulliken charge in e.
Atoms and positions in Å:
C -0.804 -1.528 0.105  -1.687
C -0.155 -0.160 0.242  1.713
C -0.940 0.950 0.886  -1.366
C 1.415 -0.160 0.403  -0.699
N 1.490 0.481 -0.938  -0.195
C 0.167 0.587 -1.009  -0.100
O -0.517 1.294 -1.869  -0.484
H -1.838 -1.415 -0.235  0.370
H -0.823 -2.023 1.082  0.358
H -0.271 -2.174 -0.606  0.417
H -1.889 0.595 1.296  0.305
H -1.328 1.494 -1.326  0.386
H -0.376 1.527 1.621  0.136
H 1.756 0.522 1.185  0.276
H 1.936 -1.123 0.455  0.309
H 2.178 1.133 -1.292  0.263

Frontier orbital gap (Ha): 0.260
Lowest unoccupied orbital energy (Eh): 0.02708

---

The following is a quantum chemistry calculation of the molecule C5H9NO at a distorted geometry, from the Open Molecules 2025 dataset.

Last column: Mulliken charge in e.
Atoms and positions in Å:
C -1.782 -1.356 -0.148  -0.219
N -0.529 -1.226 -0.193  -0.504
C 0.251 0.187 -0.123  1.394
C 0.337 0.424 1.364  -1.832
C 1.650 -0.234 -0.632  -1.633
C -0.503 1.267 -0.826  -0.202
O -1.569 1.645 -0.432  -0.477
H -2.135 -2.450 0.100  0.212
H -2.648 -0.679 -0.308  0.242
H 0.863 1.465 1.499  0.294
H 0.662 -0.401 1.858  0.604
H -0.605 0.438 1.720  0.477
H 1.615 -0.614 -1.666  0.338
H 2.274 0.646 -0.595  0.459
H 2.131 -0.775 0.072  0.446
H -0.012 1.662 -1.691  0.401

Frontier orbital gap (Ha): 0.372
Lowest unoccupied orbital energy (Eh): 0.03185
SMILES: C=NC(C)(C)C=O

---

Which value of lowest unoccupied orbital energy does entry 2 give? 0.03185 Eh